# 1
ORCA calculation (ωB97M-V/def2-TZVPD) on a 11-piece molecular cluster, C45H118N8O21 overall in a non-equilibrium geometry.

Structure (ORCA input):
```
! wB97M-V def2-TZVPD RIJCOSX def2/J DEFGRID3
* xyz 0 1
C -20.49 8.36 -11.56
O -28.64 6.71 -3.61
H -29.65 6.84 -8.40
H -25.33 5.07 1.08
C -24.70 -1.16 -9.06
H -29.43 5.28 -7.63
H -28.18 7.62 1.69
H -27.89 0.01 -6.71
O -30.98 2.71 -3.19
H -24.56 5.83 -7.29
H -26.85 2.78 -5.52
H -26.37 6.49 -5.12
C -25.31 9.57 -6.21
H -29.10 6.87 -2.79
C -31.50 8.54 -2.86
C -29.52 5.78 -8.60
H -31.08 7.82 -3.57
H -18.56 8.61 -8.92
H -33.97 8.84 -4.06
H -28.48 13.89 -7.42
H -22.00 4.71 -8.22
H -30.46 6.91 -0.81
O -29.86 6.48 1.34
C -29.96 6.16 2.74
H -29.86 9.54 -2.02
N -29.29 2.54 -8.90
H -25.19 4.75 -4.27
H -28.78 5.58 -9.37
N -24.41 -1.68 -7.66
H -25.24 3.37 -0.42
H -19.81 6.19 -5.80
H -25.60 -0.55 -9.04
C -28.36 1.75 -9.74
C -27.41 14.01 -7.54
H -20.60 3.78 -7.83
H -31.18 1.86 -9.53
H -31.65 4.58 -4.04
O -23.72 -2.85 -10.52
O -21.98 7.70 -2.14
H -29.80 -1.60 -12.01
H -26.03 6.65 -7.86
H -24.48 0.12 -3.32
H -27.81 7.36 -0.71
H -28.91 -2.26 -10.60
H -33.06 3.76 -1.84
H -20.52 7.28 -11.46
O -24.61 5.91 -9.39
H -31.06 3.84 -7.52
H -24.91 11.62 -6.16
H -26.56 1.40 -6.55
O -30.79 5.27 -9.00
O -28.36 -0.32 -11.02
O -24.94 1.42 -7.26
H -31.04 9.14 -0.82
O -29.02 1.79 -4.61
H -24.47 -4.39 -11.63
H -32.65 5.38 -1.91
H -27.55 3.23 -1.13
C -27.33 2.70 -0.21
H -28.15 2.99 0.44
C -25.18 13.42 -8.11
H -23.48 7.13 -11.63
H -30.30 4.68 -3.17
C -28.29 1.41 -5.48
H -28.45 2.24 -10.71
H -28.29 -0.44 -9.01
H -30.60 5.28 2.74
C -21.08 4.73 -7.63
H -19.93 8.53 -12.47
C -21.77 3.64 -3.30
O -25.91 4.54 -4.86
C -31.26 3.97 -8.58
C -18.93 8.11 -9.82
H -21.94 6.92 -2.69
H -26.76 1.10 -0.96
H -29.36 2.12 -7.98
H -22.73 -0.50 -7.35
H -19.62 4.68 -3.37
H -28.26 -2.06 -12.22
N -29.83 7.53 -1.30
H -20.09 6.37 -3.68
H -24.01 3.70 -2.84
O -31.44 4.24 -0.77
C -28.86 -1.58 -11.45
O -24.24 6.71 -3.49
H -23.91 -2.53 -7.87
H -23.75 7.65 -8.72
H -30.56 6.88 3.29
H -23.45 6.90 -4.00
H -28.35 8.95 -0.49
H -27.06 15.02 -7.75
H -33.33 7.24 -4.54
H -25.95 5.02 -8.12
C -24.46 1.13 -2.90
H -25.30 1.72 -3.25
H -19.23 4.55 -5.53
H -25.75 2.69 1.09
C -25.29 5.88 -8.10
H -25.35 7.65 -2.08
H -23.92 0.90 -5.56
C -25.03 -2.29 -10.07
H -23.10 8.44 -0.74
C -30.63 2.80 -9.49
H -23.95 -0.47 -9.44
H -25.32 -0.08 -5.75
H -27.09 8.42 -4.90
H -29.88 0.05 -9.75
H -21.77 10.06 -12.14
C -27.51 8.83 -5.82
N -24.83 11.01 -8.11
H -24.98 14.30 -8.72
C -24.52 0.39 -6.32
C -21.87 8.99 -11.95
C -29.10 7.71 1.11
N -22.89 8.78 -10.90
H -23.24 6.71 -0.93
O -21.21 4.70 -6.23
N -21.68 5.00 -3.58
C -24.48 10.80 -6.74
H -22.19 6.87 -10.32
H -24.19 12.22 -9.74
H -27.73 5.31 -5.45
H -23.02 3.06 -1.70
H -30.73 3.10 -10.53
H -27.93 4.96 -2.85
H -20.65 5.66 -8.01
H -21.46 3.10 -4.20
H -25.69 -2.01 -10.89
C -23.11 7.38 -10.63
H -22.12 5.04 -4.49
C -24.24 12.22 -8.66
O -20.04 8.90 -10.31
C -24.23 7.28 -9.62
H -30.19 2.54 -3.71
C -28.69 7.92 -0.40
H -24.35 3.24 -6.90
C -33.62 7.87 -3.70
H -27.37 1.79 -9.28
H -19.13 7.07 -9.57
C -28.80 0.17 -9.75
C -23.73 -4.29 -10.83
H -22.85 -4.49 -11.44
H -32.28 4.16 -8.93
O -26.70 9.87 -6.25
C -23.65 -0.76 -6.81
H -28.95 6.03 3.13
N -28.64 0.40 -6.16
H -24.95 9.22 -5.24
O -26.54 13.12 -8.20
H -23.99 -4.94 -10.00
H -31.05 3.37 -0.74
C -20.31 5.33 -3.90
H -23.25 12.40 -8.22
H -23.33 -1.29 -5.92
H -25.68 -3.05 -9.65
C -30.54 8.75 -1.71
C -27.49 5.79 -3.42
H -34.50 7.24 -3.56
H -27.87 8.25 -6.67
N -27.16 1.90 -5.91
O -32.74 7.80 -2.60
C -31.25 4.16 -3.11
C -23.95 2.44 -7.53
H -24.38 8.80 -2.80
O -23.15 1.75 -3.22
H -24.94 13.73 -7.10
H -27.08 14.02 -6.50
C -26.90 5.59 -4.81
O -26.19 4.69 0.87
C -24.34 7.77 -2.47
H -24.46 1.00 -1.81
C -20.10 5.20 -5.45
H -29.57 0.03 -6.07
H -26.78 6.33 -2.80
H -18.06 8.21 -10.47
C -26.05 3.39 0.31
H -29.69 8.55 1.48
H -22.59 9.22 -10.04
H -23.43 10.63 -6.49
O -27.34 1.35 -0.24
H -25.02 8.71 -6.82
H -23.99 2.75 -8.57
H -25.03 8.02 -9.70
C -23.19 7.65 -1.48
H -31.69 9.42 -3.47
H -25.74 11.45 -8.14
H -22.92 2.21 -7.28
C -32.18 4.40 -1.89
H -28.46 9.16 -5.40
H -21.09 3.44 -2.48
H -22.42 8.62 -12.81
C -23.11 3.09 -2.79
*
```

For the HOMO energy, the calculation gives -8.3 eV. Its structure (SMILES) is COCCNCCOC.COCCNCCOC.COCCNCCOC.COCCNCCOC.COCCNCCOC.COCCNCCOC.NC(N)=O.OCCO.OCCO.OCCO.OCCO. As for the electronic energy: -3802.80189 a.u. The orbital gap comes out at 8.61 eV.

Mulliken atomic charge list, values in e, 5 entries: C -0.45; O -0.06; H 0.28; H 0.29; C 0.32



# 2
ORCA calculation (ωB97M-V/def2-TZVPD) on C43H40BMoO7SSb as an isolated structure.

Structure (ORCA input):
```
! wB97M-V def2-TZVPD RIJCOSX def2/J DEFGRID3
* xyz 2 1
O -3.17 -5.74 2.09
H 0.21 -2.71 -1.80
H -2.04 2.40 4.06
C -1.13 1.85 3.84
C -0.19 1.57 4.82
Sb 1.13 0.21 -2.42
Mo -1.43 0.74 -1.65
H 0.39 0.30 7.22
H -3.41 1.78 -3.32
H -6.28 -0.14 -0.80
C 2.43 1.93 6.32
O 0.36 0.39 0.96
C 0.98 -4.05 -3.29
H 3.76 0.36 4.50
C 1.95 2.68 -4.08
H 1.59 2.51 6.70
C 0.32 0.71 2.31
C 0.20 1.33 -5.06
C 1.25 -0.23 6.80
H 1.93 -0.45 7.62
H 0.89 -1.18 6.39
H 5.81 1.31 1.05
H 0.80 4.07 -6.94
O -1.17 2.71 -1.98
C -3.62 2.57 -1.30
O -1.11 -5.30 3.01
H -4.08 -4.11 0.01
H -3.01 3.97 -3.73
O -2.03 -0.91 -1.44
H -0.45 -1.77 0.22
C -5.53 0.63 -0.94
H -3.38 5.38 -2.68
C -1.05 -2.59 0.58
C -2.85 -2.03 -1.06
C 2.32 -3.05 -5.02
H 3.11 1.74 7.16
C -2.22 -6.22 3.03
H 0.41 -3.20 2.06
C -1.36 -4.42 2.03
C -2.64 4.62 -2.94
H -0.39 1.91 5.83
H 3.86 -0.34 6.12
B -0.80 0.90 0.43
C -3.87 1.66 -2.35
C 3.20 -0.19 5.27
C 1.38 -1.68 -3.29
C 1.83 3.59 -5.12
H -0.41 0.43 -5.06
C -0.84 1.40 2.57
S -2.27 3.70 -1.47
C 2.83 1.79 -0.47
C 1.14 1.55 -4.05
C 4.90 -0.06 -0.31
H 3.77 -1.24 -1.71
O -1.57 1.53 1.40
C -4.31 2.52 -0.10
H -0.63 2.06 -6.90
C -0.56 -3.38 1.61
H 5.71 -0.78 -0.25
C 0.08 2.24 -6.10
H -2.65 -6.23 4.03
H 2.16 -0.12 3.02
C 4.96 1.11 0.42
C 1.97 0.59 5.72
H 2.96 2.53 5.58
C -4.84 0.68 -2.15
H 2.92 -3.15 -5.92
C 2.78 0.61 -1.20
H 0.54 -4.92 -2.84
H 3.98 2.96 0.91
C 0.89 3.37 -6.13
H -4.07 3.22 0.70
C 1.26 0.42 3.28
C 1.75 -4.17 -4.44
C -2.61 -4.68 1.47
C 3.93 2.04 0.34
H 2.02 2.51 -0.51
H -5.84 1.49 1.00
H -5.05 -0.03 -2.93
C 0.80 -2.80 -2.71
O -3.86 -2.18 -1.67
C 2.15 -1.79 -4.45
C 3.81 -0.32 -1.13
C -3.11 -3.92 0.46
H -1.87 -7.21 2.74
C -5.28 1.55 0.07
H 2.47 4.46 -5.16
C -2.30 -2.84 0.01
H 2.69 2.85 -3.30
H 2.59 -0.92 -4.91
H 2.94 -1.17 4.87
C 1.00 0.86 4.57
H 1.89 -5.14 -4.89
H -1.70 5.10 -3.23
*
```

For the HOMO energy (spin up / spin down), the calculation gives -12.9 / -12.9 eV. As for the electronic energy: -2920.23352 a.u. The orbital gap (spin up / spin down) comes out at 6.29 / 6.25 eV. For the relative energy (zero: lowest compared OMol25 entry of this formula, charge and spin), the calculation gives 20.88 kJ/mol.

Mulliken atomic charge list, values in e, 5 entries: O -0.49; H 0.41; H 0.52; C -2.25; C -0.28



# 3
ORCA calculation (ωB97M-V/def2-TZVPD) on a 10-piece molecular cluster, C31H75N10O10 overall.

Structure (ORCA input):
```
! wB97M-V def2-TZVPD RIJCOSX def2/J DEFGRID3
* xyz 1 1
H -8.19 1.42 -5.64
H 3.26 1.12 0.60
H -3.44 -1.93 0.20
H 0.84 -0.30 -8.44
H -0.45 -8.76 4.02
H 0.83 5.60 -5.02
N 1.08 -1.63 5.84
C -3.47 -1.15 2.03
N -3.32 4.63 -3.87
H -6.69 1.57 -6.55
H -2.69 -3.48 9.90
C 2.85 4.59 -3.95
H -0.91 -2.12 6.27
H -4.43 3.35 -6.73
H 3.69 4.23 -3.37
H -3.60 1.04 0.51
H -6.36 2.35 -4.21
C 2.55 1.19 2.68
O 4.80 4.44 0.02
H 0.17 0.47 -9.88
H 0.87 6.04 -6.72
H 5.57 0.45 1.76
H -2.72 0.80 2.59
H -4.48 0.67 2.62
N -0.52 1.24 -8.05
O -0.48 2.66 -6.32
C 1.09 -2.05 4.54
C 5.89 -0.48 -4.97
C -3.55 0.13 2.83
H -0.29 -0.71 7.13
H 2.79 0.65 3.59
H 5.23 -1.31 -3.13
H 3.95 4.50 -0.41
H 3.67 3.53 1.50
H 6.86 1.96 -3.67
H -1.35 1.73 -8.34
H 2.55 2.26 2.89
O -5.39 4.17 -4.59
O -3.37 -2.23 2.58
C -1.02 -8.55 4.92
C -3.60 3.67 -6.10
C 5.82 1.96 -3.33
H -3.78 4.95 -3.03
H 1.92 4.30 -3.46
H -1.43 4.10 -3.15
C 5.43 0.62 -2.76
C -1.80 -3.15 10.44
O 2.09 -1.95 3.85
H -0.37 -4.06 9.16
C -0.22 -6.74 7.11
C 0.03 1.72 -6.90
C 5.39 2.34 0.96
C -4.19 4.17 -4.80
H 0.21 -2.34 7.61
O -1.47 -5.10 5.87
O -5.26 0.90 -2.63
H -2.00 -3.18 11.50
H 5.00 1.54 2.85
C -0.06 0.14 -8.87
H -2.92 2.84 -5.94
H -0.42 -8.83 5.78
C -3.56 0.17 -0.13
H -1.53 5.72 -3.84
C 4.70 3.68 1.20
H -5.44 -1.17 -4.94
H 0.74 -7.10 6.77
H -6.94 -1.32 -4.01
C -0.19 -2.65 4.04
H -1.91 -9.19 4.92
H -1.01 -1.92 4.08
C 2.94 3.99 -5.33
N -3.49 -1.04 0.68
H 5.22 4.22 2.00
H -1.61 -2.11 10.15
H 1.10 -0.01 -6.18
N -6.44 1.37 -4.47
H -7.17 0.01 -5.88
C -1.07 -6.25 5.96
C -0.04 -1.70 6.76
H -3.05 4.46 -6.61
O 5.06 0.49 -1.59
H -2.68 0.24 -0.77
H -1.28 -5.09 12.60
N -0.67 -3.99 10.13
O 1.02 -5.41 10.54
H 1.58 1.55 -5.48
C 3.52 0.77 1.60
H -4.43 0.18 -0.79
H 6.46 2.47 1.13
H -0.06 -5.91 7.79
H 6.15 0.51 -5.31
H -1.96 -6.77 4.26
C -5.91 -0.97 -3.97
N 5.50 -0.45 -3.57
H 1.56 0.87 2.38
C 1.28 1.05 -6.39
H -0.06 -2.97 3.01
H 0.43 -5.37 12.96
C -5.84 0.51 -3.63
H -1.53 4.30 -4.90
H -5.38 -1.52 -3.20
H -0.10 4.66 -6.19
N -1.39 -7.16 5.00
N 4.94 1.24 1.88
H 3.56 -0.31 1.60
H 5.71 2.72 -2.55
H 5.27 1.99 -0.06
C 0.09 -4.75 10.97
H -0.46 -3.50 4.66
C -7.16 1.08 -5.70
C 0.84 5.20 -6.03
C -0.27 -4.72 12.44
N 1.98 4.33 -6.22
H -3.52 -0.13 3.88
H 5.18 2.21 -4.17
H 5.08 -0.86 -5.59
H 6.76 -1.13 -5.10
O 3.85 3.23 -5.65
H 2.09 3.90 -7.13
H 1.96 -1.26 6.17
H -0.19 -3.72 12.85
C -1.88 4.69 -3.95
H 2.89 5.68 -3.99
H -0.72 -7.54 7.66
H -0.82 -0.64 -8.94
H 2.09 1.11 -7.12
*
```

For the HOMO energy, the calculation gives -10.5 eV. As for the electronic energy: -2526.06248 a.u. The orbital gap comes out at 8.34 eV. For the relative energy (zero: lowest compared OMol25 entry of this formula, charge and spin), the calculation gives 0.00 kJ/mol.

Mulliken atomic charge list, values in e, 5 entries: H 0.31; H 0.21; H 0.22; H 0.36; H 0.29



# 4
ORCA calculation (ωB97M-V/def2-TZVPD) on a 2-piece molecular cluster, C6H12NS overall in a non-equilibrium geometry.

Structure (ORCA input):
```
! wB97M-V def2-TZVPD RIJCOSX def2/J DEFGRID3
* xyz 1 3
H 3.19 -1.88 1.00
N -3.67 -0.38 -0.20
H -1.03 -0.72 -0.03
H 3.51 -0.12 -0.59
C 0.66 1.69 -0.04
H -4.59 -0.07 0.08
C 2.68 -1.86 0.14
H -1.05 2.85 -0.74
C -2.78 -0.02 0.78
C 2.55 -0.50 -0.49
H -3.10 0.69 1.47
C -1.46 -0.18 0.78
H 0.57 3.10 -1.47
H 3.35 -2.31 -0.63
H 2.03 -0.28 -1.39
S 1.72 0.72 0.69
H 1.68 -2.28 0.39
H -0.88 0.20 1.71
H -3.46 -1.23 -0.67
C 0.08 2.57 -0.78
*
```

The expectation value of S² is 2.0185. For the HOMO energy (spin up / spin down), the calculation gives -9.9 / -12.3 eV. As for the electronic energy: -688.27477 a.u. The orbital gap (spin up / spin down) comes out at 6.37 / 4.61 eV. For the relative energy (zero: lowest compared OMol25 entry of this formula, charge and spin), the calculation gives 214.97 kJ/mol.

Mulliken atomic charge list, values in e, 5 entries: H 0.38; N -0.26; H 0.29; H 0.42; C -0.06



# 5
ORCA calculation (ωB97M-V/def2-TZVPD) on C26H27BrN2O2Sn as an isolated structure.

Structure (ORCA input):
```
! wB97M-V def2-TZVPD RIJCOSX def2/J DEFGRID3
* xyz 0 1
H 0.76 -3.87 0.52
C -0.33 0.17 -2.37
C 1.33 -0.34 -4.19
H 0.11 -1.19 5.36
H -1.41 6.86 -0.79
H -0.44 2.55 -3.09
Br -3.68 0.91 0.54
C 2.51 0.79 2.77
H 2.80 -0.79 -5.68
H -0.03 -2.07 3.81
N -0.61 1.29 -1.47
H -1.04 0.18 -3.20
H 4.27 0.95 -2.06
H 1.98 1.06 -1.18
H 3.57 0.93 3.03
C -0.67 2.48 -2.03
C -1.01 3.64 -1.36
C -0.21 -1.11 4.31
H 2.15 -1.24 3.38
C 2.16 0.63 -2.16
C -0.08 -1.87 0.52
H -5.94 -3.50 0.86
C -3.69 -1.00 0.64
C 3.40 -0.46 0.98
C -0.15 -3.28 0.55
H -1.27 -0.88 4.27
H 0.91 -1.42 0.49
H 3.45 -1.36 1.60
C 2.62 -0.40 -4.69
C -1.37 -3.90 0.63
H 4.38 0.04 1.00
C 1.87 -0.22 3.69
C -4.91 -1.62 0.72
C -1.20 -1.07 0.54
C -2.46 -1.71 0.62
C -3.83 -3.76 0.76
C 3.69 0.06 -3.93
Sn -0.69 1.13 0.76
H -0.72 5.27 -2.86
H 3.18 -0.75 -0.05
H -3.87 -4.84 0.80
C -4.97 -3.02 0.79
H 4.70 0.02 -4.32
C -1.55 4.91 0.30
H -5.81 -1.03 0.74
C -0.98 4.97 -1.86
H -1.85 5.19 1.30
H 2.24 -0.09 4.72
C 1.09 0.17 -2.91
H -1.45 -4.98 0.66
H -0.50 -0.75 -1.82
C 3.45 0.58 -2.66
H 0.50 -0.69 -4.79
O 0.47 -0.06 3.66
C -2.56 -3.13 0.67
N -1.37 3.64 -0.03
C -1.32 5.78 -0.80
H 2.00 1.75 2.89
O 2.38 0.43 1.41
*
```

For the HOMO energy, the calculation gives -7.3 eV. As for the electronic energy: -4055.20141 a.u. The orbital gap comes out at 7.65 eV. For the relative energy (zero: lowest compared OMol25 entry of this formula, charge and spin), the calculation gives 20.54 kJ/mol.

Mulliken atomic charge list, values in e, 5 entries: H 0.43; C -1.26; C -0.60; H 0.35; H 0.43